Record 1
6 unconnected molecules or ions with the total composition C14H40NO10S3 in a non-equilibrium geometry. Source: the OMol25 dataset; level of theory: wB97M-V/def2-TZVPD.

```
! RIJCOSX wB97M-V def2-TZVPD def2/J DEFGRID3
* xyz -1 1
C -0.41 -2.55 0.58
O -1.31 -1.97 1.59
C -0.91 -0.61 1.99
C -2.06 0.44 1.49
C -1.50 1.63 0.49
S -0.49 1.01 -0.96
O -1.25 -0.20 -1.63
O -0.48 2.14 -2.05
N 1.15 0.56 -0.58
S 1.98 1.79 0.35
O 1.48 1.96 1.80
O 2.04 3.15 -0.39
S 4.01 1.10 0.52
H -1.08 -2.80 -0.37
H 0.45 -1.85 0.20
H 0.12 -3.56 0.94
H -0.95 -0.60 3.19
H 0.19 -0.31 1.72
H -2.53 0.99 2.44
H -2.96 -0.16 1.00
H -0.97 2.52 1.10
H -2.47 2.14 0.02
H 3.91 -0.31 0.28
C -5.54 4.88 -0.68
C -4.71 3.70 -0.21
O -5.33 3.10 0.92
H -5.64 5.62 0.12
H -5.07 5.35 -1.55
H -6.55 4.56 -0.95
H -3.71 4.03 0.08
H -4.61 2.95 -1.00
H -6.21 2.80 0.65
C 6.53 -1.83 4.12
C 6.24 -1.91 2.64
O 4.86 -1.66 2.40
H 5.93 -2.56 4.68
H 7.59 -2.03 4.32
H 6.28 -0.84 4.51
H 6.47 -2.91 2.26
H 6.83 -1.18 2.08
H 4.66 -0.77 2.74
C 3.65 -0.03 -3.90
C 4.03 -1.10 -2.91
O 3.97 -0.59 -1.59
H 4.33 0.83 -3.82
H 3.69 -0.41 -4.92
H 2.64 0.35 -3.70
H 5.05 -1.46 -3.09
H 3.35 -1.96 -2.98
H 3.06 -0.28 -1.43
C -1.86 1.09 -6.39
C -0.37 1.29 -6.18
O -0.14 2.34 -5.25
H -2.31 2.02 -6.76
H -2.05 0.29 -7.10
H -2.35 0.85 -5.44
H 0.12 1.55 -7.12
H 0.10 0.37 -5.80
H -0.57 2.09 -4.42
C -2.65 -4.00 5.34
C -3.78 -3.70 4.37
O -3.53 -2.46 3.71
H -2.56 -3.20 6.08
H -2.84 -4.94 5.87
H -1.70 -4.06 4.82
H -4.73 -3.61 4.90
H -3.87 -4.49 3.62
H -2.68 -2.55 3.24
*
```

Calculated values
**Kohn-Sham gap**: 8.719 eV
**Electronic energy**: -69632.7351 eV

Record 2
2 unconnected molecules or ions with the total composition C4H12OS in a non-equilibrium geometry. Source: the OMol25 dataset; level of theory: wB97M-V/def2-TZVPD.

```
! RIJCOSX wB97M-V def2-TZVPD def2/J DEFGRID3
* xyz 0 1
C -0.25 1.70 -0.12
C -0.57 0.35 -0.85
C -0.37 -0.81 0.11
S -1.52 -2.20 0.11
C -3.06 -1.25 0.49
H -0.39 1.75 0.97
H -0.90 2.46 -0.57
H 0.81 1.89 -0.25
H -1.48 0.38 -1.46
H 0.26 0.32 -1.56
H 0.57 -1.33 -0.03
H -0.40 -0.34 1.12
H -3.37 -1.72 1.43
H -3.75 -1.33 -0.35
H -2.92 -0.17 0.67
O 6.14 0.07 0.05
H 5.62 0.85 -0.18
H 5.58 -0.61 0.43
*
```

Calculated values
**SMILES**: CCCSC.O
**Kohn-Sham gap**: 8.978 eV
**Electronic energy**: -17224.5492 eV
**Relative energy (zero: lowest compared OMol25 entry of this formula, charge and spin)**: 23.0 kcal/mol

Record 3
A molecular structure, C38H52F24O28S3 in a non-equilibrium geometry. Source: the OMol25 dataset; level of theory: wB97M-V/def2-TZVPD.

```
! RIJCOSX wB97M-V def2-TZVPD def2/J DEFGRID3
* xyz 0 1
C 1.89 2.11 8.59
C 1.97 3.16 9.66
O 2.46 4.38 9.15
C 3.82 4.44 8.66
O 4.64 3.60 8.89
C 4.15 5.64 7.77
F 3.94 5.25 6.54
F 3.56 6.79 8.03
F 5.49 5.81 7.78
H 2.86 1.82 8.18
H 1.26 2.38 7.74
H 1.60 1.17 9.07
H 2.55 2.92 10.55
H 0.99 3.38 10.08
C -3.29 0.02 -0.79
C -2.43 -1.22 -0.40
O -1.52 -0.79 0.62
C -0.17 -0.42 0.32
O 0.24 -0.28 -0.86
C 0.70 -0.08 1.52
F 1.78 -0.80 1.32
F 0.98 1.22 1.61
F 0.13 -0.49 2.68
H -2.55 0.78 -1.05
H -3.97 0.43 -0.04
H -3.83 -0.20 -1.71
H -1.85 -1.61 -1.24
H -3.10 -1.93 0.09
C 5.47 4.55 0.30
C 6.35 3.31 0.35
O 7.74 3.61 0.37
C 8.42 3.85 1.52
O 7.92 3.88 2.68
C 9.91 4.24 1.20
F 10.38 3.56 0.24
F 9.83 5.47 0.73
F 10.64 4.20 2.34
H 5.66 5.08 -0.64
H 5.73 5.12 1.19
H 4.41 4.32 0.41
H 6.08 2.62 -0.45
H 6.18 2.67 1.22
C 10.90 0.16 -2.96
C 11.30 -0.89 -1.90
O 10.17 -1.75 -1.59
C 9.66 -1.80 -0.36
O 9.93 -1.09 0.61
C 8.74 -3.05 -0.19
F 8.72 -3.76 -1.35
F 9.13 -3.84 0.87
F 7.49 -2.64 0.03
H 10.75 -0.29 -3.94
H 11.59 0.99 -3.10
H 9.85 0.37 -2.74
H 11.86 -0.61 -1.02
H 11.97 -1.58 -2.43
C -4.78 1.66 3.74
C -5.89 0.65 3.94
O -7.01 1.01 3.11
C -8.03 0.11 2.80
O -8.18 -1.00 3.27
C -9.06 0.58 1.79
F -9.77 -0.42 1.17
F -9.95 1.39 2.28
F -8.45 1.26 0.79
H -3.88 1.56 4.35
H -5.36 2.54 4.02
H -4.49 1.76 2.70
H -6.11 0.74 5.00
H -5.49 -0.36 3.80
C 3.51 -7.76 1.11
C 2.96 -6.47 0.44
O 1.58 -6.71 -0.02
C 0.49 -6.37 0.59
O 0.48 -5.70 1.59
C -0.87 -6.92 0.11
F -0.74 -7.02 -1.20
F -1.05 -8.12 0.68
F -1.98 -6.23 0.35
H 3.49 -8.55 0.36
H 2.86 -7.97 1.96
H 4.50 -7.56 1.52
H 3.70 -6.29 -0.35
H 3.00 -5.59 1.07
C -3.70 5.59 -3.70
C -4.96 5.45 -2.73
O -5.90 6.38 -3.23
C -6.12 7.56 -2.67
O -5.67 8.03 -1.60
C -7.19 8.41 -3.40
F -8.28 8.47 -2.63
F -6.73 9.63 -3.78
F -7.63 7.76 -4.42
H -3.24 6.58 -3.64
H -3.94 5.45 -4.76
H -2.88 4.97 -3.34
H -4.80 5.61 -1.66
H -5.45 4.49 -2.61
C -8.01 -3.04 -3.23
C -7.04 -4.00 -3.88
O -6.49 -3.37 -5.04
C -5.22 -3.44 -5.32
O -4.46 -4.11 -4.61
C -4.73 -2.37 -6.34
F -5.74 -1.74 -6.89
F -3.96 -1.39 -5.75
F -3.91 -2.90 -7.31
H -7.51 -2.08 -3.12
H -8.35 -3.42 -2.26
H -8.99 -2.92 -3.70
H -7.55 -4.90 -4.20
H -6.26 -4.22 -3.14
C 7.46 -0.36 6.23
C 6.23 -0.02 5.24
O 5.19 -0.84 5.72
S 5.69 -2.28 6.36
O 5.75 -3.42 5.47
O 5.16 -2.47 7.73
O 7.23 -1.71 6.56
H 7.42 0.16 7.19
H 8.44 -0.26 5.76
H 6.63 -0.26 4.26
H 6.02 1.04 5.41
C 1.47 -4.33 -4.83
C 2.97 -3.74 -4.75
O 3.51 -4.42 -5.87
S 2.97 -6.00 -6.05
O 3.74 -6.91 -5.19
O 2.91 -6.31 -7.47
O 1.50 -5.56 -5.49
H 0.82 -3.70 -5.43
H 1.09 -4.41 -3.81
H 3.51 -4.14 -3.89
H 3.13 -2.66 -4.82
C -12.70 0.81 -5.40
C -12.14 0.97 -6.79
O -10.78 0.88 -6.69
S -10.34 1.85 -5.42
O -10.40 3.28 -5.80
O -9.11 1.30 -4.85
O -11.74 1.46 -4.58
H -12.93 -0.20 -5.07
H -13.67 1.30 -5.39
H -12.41 1.98 -7.08
H -12.51 0.13 -7.39
*
```

Calculated values
**Kohn-Sham gap**: 10.847 eV
**Electronic energy**: -195296.8328 eV
**Relative energy (zero: lowest compared OMol25 entry of this formula, charge and spin)**: 181.0 kcal/mol

Record 4
A molecular structure, C31H78CdF3IO11 in a non-equilibrium geometry. Source: the OMol25 dataset; level of theory: wB97M-V/def2-TZVPD.

```
! RIJCOSX wB97M-V def2-TZVPD def2/J DEFGRID3
* xyz 0 1
Cd -15.89 1.43 -23.64
I -15.04 3.95 -23.09
C -17.26 -0.23 -25.57
O -17.19 1.21 -25.54
O -16.60 -0.44 -24.32
C -18.70 -0.89 -25.79
F -19.70 -0.22 -25.23
F -18.98 -1.02 -27.10
F -18.73 -2.16 -25.30
C -17.57 1.89 -26.76
C -17.56 3.38 -26.50
H -16.52 3.72 -26.48
H -18.18 3.93 -27.20
H -17.98 3.59 -25.52
H -18.49 1.59 -27.27
H -16.74 1.74 -27.45
H -16.54 -0.45 -26.36
C -16.78 -4.79 -24.06
C -15.36 -4.33 -24.44
C -15.17 -4.36 -25.98
O -15.07 -3.00 -23.99
H -16.97 -5.83 -24.35
H -17.56 -4.24 -24.59
H -17.07 -4.65 -23.02
H -14.71 -5.03 -23.91
H -14.14 -4.17 -26.30
H -15.80 -3.65 -26.50
H -15.41 -5.36 -26.35
H -15.85 -2.49 -24.21
C -17.02 6.50 -20.59
C -17.36 7.24 -21.85
C -18.45 6.43 -22.57
O -17.88 8.50 -21.61
H -17.89 6.34 -19.95
H -16.31 7.01 -19.93
H -16.50 5.58 -20.86
H -16.50 7.37 -22.50
H -18.09 5.47 -22.94
H -18.73 6.96 -23.48
H -19.35 6.27 -21.98
H -17.20 9.03 -21.19
C -13.56 3.99 -27.57
C -14.25 3.04 -28.50
C -13.52 2.85 -29.89
O -14.18 1.79 -27.83
H -12.55 3.67 -27.33
H -14.00 4.07 -26.57
H -13.53 5.01 -27.95
H -15.28 3.35 -28.67
H -13.15 3.78 -30.32
H -14.26 2.51 -30.62
H -12.69 2.16 -29.75
H -14.61 1.16 -28.41
C -19.88 1.85 -22.19
C -18.45 2.42 -21.80
C -18.31 2.63 -20.28
O -17.47 1.51 -22.24
H -20.04 1.71 -23.26
H -20.69 2.54 -21.96
H -20.14 0.94 -21.65
H -18.27 3.36 -22.32
H -17.29 2.91 -20.03
H -18.55 1.71 -19.74
H -18.98 3.41 -19.91
H -17.79 0.69 -21.85
C -22.92 1.24 -24.82
C -22.48 2.68 -25.01
C -21.15 2.98 -25.74
O -23.48 3.43 -25.63
H -22.77 0.71 -25.76
H -23.97 1.18 -24.55
H -22.37 0.71 -24.04
H -22.37 3.15 -24.03
H -21.07 4.07 -25.79
H -21.20 2.53 -26.72
H -20.35 2.48 -25.19
H -23.93 2.84 -26.24
C -12.70 -0.68 -25.78
C -12.92 0.51 -24.83
C -11.83 1.56 -24.88
O -14.19 1.11 -25.05
H -12.25 -0.34 -26.71
H -13.68 -1.13 -25.92
H -12.07 -1.46 -25.36
H -12.87 0.16 -23.79
H -11.92 2.35 -24.14
H -11.65 1.94 -25.88
H -10.91 1.07 -24.58
H -14.16 1.33 -25.99
C -17.39 -3.01 -20.23
C -17.85 -2.07 -21.32
C -19.15 -2.62 -21.97
O -18.13 -0.76 -20.82
H -18.19 -3.12 -19.50
H -16.49 -2.57 -19.79
H -17.08 -3.99 -20.59
H -17.04 -1.98 -22.04
H -18.94 -3.48 -22.61
H -19.67 -1.84 -22.52
H -19.88 -2.96 -21.24
H -18.85 -0.80 -20.19
C -13.01 -3.92 -20.96
C -12.34 -2.64 -21.51
C -11.28 -3.00 -22.62
O -13.28 -1.84 -22.17
H -13.41 -4.51 -21.79
H -13.77 -3.63 -20.22
H -12.42 -4.59 -20.32
H -11.83 -2.05 -20.75
H -11.74 -3.44 -23.51
H -10.60 -3.75 -22.21
H -10.67 -2.15 -22.91
H -13.82 -2.39 -22.75
C -14.61 -0.02 -19.62
C -14.35 1.05 -20.70
C -12.85 1.36 -20.88
O -14.79 0.51 -21.96
H -13.90 -0.84 -19.68
H -15.63 -0.40 -19.75
H -14.61 0.43 -18.62
H -14.90 1.96 -20.47
H -12.62 2.22 -21.51
H -12.36 0.47 -21.29
H -12.36 1.42 -19.91
H -14.29 -0.31 -21.96
*
```

Calculated values
**Kohn-Sham gap**: 8.379 eV
**Electronic energy**: -76753.3367 eV

Record 5
2 unconnected molecules or ions with the total composition C7H15B in a non-equilibrium geometry. Source: the OMol25 dataset; level of theory: wB97M-V/def2-TZVPD.

```
! RIJCOSX wB97M-V def2-TZVPD def2/J DEFGRID3
* xyz 0 1
B -1.41 -0.12 -0.18
C 0.07 0.02 0.03
C 1.16 0.71 0.24
C -1.98 -0.28 -1.65
C -2.38 -0.02 1.08
C 0.73 -2.30 -0.20
C 2.57 0.19 0.38
C 1.11 2.22 0.36
H -2.67 0.53 -1.87
H -2.56 -1.20 -1.76
H -1.21 -0.27 -2.41
H -1.99 0.66 1.83
H -2.47 -0.99 1.56
H -3.38 0.30 0.81
H 1.33 -2.21 -1.08
H -0.24 -2.75 -0.33
H 1.20 -2.45 0.74
H 2.94 0.39 1.38
H 2.62 -0.88 0.20
H 3.22 0.69 -0.33
H 1.55 2.52 1.31
H 0.09 2.59 0.31
H 1.70 2.67 -0.44
*
```

Calculated values
**Kohn-Sham gap (alpha / beta)**: 8.442 / 8.442 eV
**Electronic energy**: -8175.6030 eV
**Relative energy (zero: lowest compared OMol25 entry of this formula, charge and spin)**: 78.8 kcal/mol